(1)
Density functional theory data (the ωB97M-V functional and the def2-TZVPD basis) for 9 unconnected molecules or ions with the total composition C34H56N2O21.

Calculated values
HOMO   -0.370 hartree
SMILES   C[C@H]1COC(=O)O1.C[C@H]1COC(=O)O1.C[C@H]1COC(=O)O1.C[C@H]1COC(=O)O1.C[C@H]1COC(=O)O1.COC(=O)OC.COC(=O)OC.CCCC#N.CCCC#N
Gap between HOMO and LUMO   10.06 eV
Relative energy (zero: lowest compared OMol25 entry of this formula, charge and spin)   96.0 kcal per mole

XYZ file:
```
113
C34H56N2O21, DFT the ωB97M-V functional and the def2-TZVPD basis
C 3.841 1.759 4.615
C 4.001 0.894 3.488
C 3.985 -0.675 3.797
O 2.813 -1.208 3.156
C 2.146 -0.221 2.661
O 1.037 -0.306 2.011
O 2.761 0.923 2.726
H 4.552 1.672 5.397
H 2.877 1.457 4.956
H 3.887 2.770 4.162
H 4.799 1.137 2.766
H 3.881 -0.812 4.888
H 4.849 -1.266 3.557
C 1.816 -4.149 6.442
C 1.779 -2.843 5.575
C 0.416 -2.290 5.062
O 0.427 -0.906 5.585
C 1.568 -0.754 6.259
O 1.810 0.228 6.925
O 2.291 -1.848 6.373
H 1.264 -4.955 5.857
H 1.129 -4.009 7.204
H 2.804 -4.597 6.645
H 2.165 -2.967 4.632
H -0.408 -2.841 5.475
H 0.164 -2.454 3.938
C -1.922 1.173 -5.067
C -1.622 -0.172 -5.530
C -0.100 -0.355 -5.828
O 0.350 -1.270 -4.840
C -0.759 -1.835 -4.255
O -0.608 -2.760 -3.426
O -1.838 -1.148 -4.539
H -1.241 1.472 -4.205
H -2.939 1.089 -4.660
H -1.913 1.992 -5.839
H -2.244 -0.409 -6.431
H 0.584 0.461 -5.726
H 0.043 -0.961 -6.706
C 0.514 2.043 0.317
C -0.193 3.348 -0.102
C -0.804 3.234 -1.509
O -2.139 3.583 -1.291
C -2.377 3.826 -0.044
O -3.500 4.076 0.367
O -1.339 3.630 0.714
H 0.623 2.013 1.405
H 1.597 2.247 -0.118
H 0.122 1.170 -0.048
H 0.470 4.226 -0.057
H -0.634 2.375 -2.000
H -0.417 4.007 -2.096
C 1.603 -0.426 -1.521
C 3.133 -0.136 -1.892
C 3.318 0.312 -3.316
O 4.234 1.373 -3.219
C 4.276 1.735 -1.949
O 4.926 2.755 -1.657
O 3.588 0.986 -1.114
H 0.913 0.372 -1.742
H 1.538 -0.730 -0.476
H 1.200 -1.216 -2.080
H 3.812 -1.017 -1.705
H 2.364 0.783 -3.647
H 3.615 -0.381 -4.070
C -4.490 3.199 -7.129
O -4.540 2.793 -5.812
C -4.994 3.588 -4.843
O -5.643 4.841 -5.131
O -4.817 3.033 -3.661
C -5.048 3.697 -2.429
H -5.422 3.554 -7.592
H -4.152 2.454 -7.874
H -3.719 4.057 -7.165
H -6.028 4.020 -2.315
H -4.466 4.575 -2.334
H -4.708 3.012 -1.680
C -0.971 -2.155 0.770
O -1.163 -1.170 -0.273
C -2.395 -0.918 -0.629
O -3.576 -1.452 -0.009
O -2.553 -0.020 -1.593
C -3.743 0.105 -2.319
H -1.633 -3.046 0.546
H -1.256 -1.849 1.790
H 0.061 -2.508 0.832
H -4.604 -0.126 -1.707
H -3.893 -0.457 -3.232
H -3.709 1.182 -2.592
C -1.421 1.007 3.432
C -2.701 0.872 2.675
C -3.893 0.331 3.604
C -3.444 -1.053 4.143
N -3.132 -2.114 4.557
H -1.225 0.030 3.834
H -1.525 1.532 4.341
H -0.653 1.468 2.860
H -2.394 0.167 1.860
H -3.047 1.844 2.137
H -4.771 0.390 2.892
H -4.082 0.927 4.557
C 3.126 -4.467 1.473
C 2.831 -3.569 0.218
C 3.481 -3.895 -1.116
C 4.871 -4.363 -1.013
N 5.964 -4.700 -0.944
H 3.052 -3.841 2.338
H 4.121 -4.963 1.535
H 2.297 -5.187 1.473
H 3.119 -2.631 0.570
H 1.707 -3.524 0.057
H 3.336 -3.094 -1.817
H 2.954 -4.782 -1.535
```

Mulliken atomic charge list, values in e, 99 entries: -1.310 0.145 -0.616 -0.171 -0.439 0.549 -0.272 0.369 0.317 0.370 0.409 0.252 0.481 -1.512 0.960 0.076 -0.236 0.514 -0.609 -0.398 0.373 0.460 0.339 -0.185 0.561 -0.320 -0.342 0.459 -0.673 -0.290 0.660 -0.615 -0.242 -0.149 -0.099 0.371 0.302 0.331 0.308 0.837 0.576 0.050 -0.200 0.699 -0.629 -0.400 -0.139 -0.225 -0.931 0.388 -0.547 0.427 -0.280 0.616 -0.079 -0.374 0.480 -0.651 -0.276 -0.243 -0.138 0.621 -0.280 -0.002 0.399 -0.750 -0.184 0.563 -0.628 -0.132 -0.756 0.328 0.247 0.316 0.442 0.324 0.184 0.405 0.448 -0.122 -0.719 0.371 -0.628 0.489 -0.285 -0.690 0.402 0.238 0.109 -0.328 0.605 -0.503 0.281 -0.559 -0.093 0.645 -0.250 -0.443 -0.001



(2)
Density functional theory data (the ωB97M-V functional and the def2-TZVPD basis) for 7 unconnected molecules or ions with the total composition C34H56N6O19P3S.

Calculated values
HOMO   -0.409 hartree
Gap between HOMO and LUMO   7.93 eV
Relative energy (zero: lowest compared OMol25 entry of this formula, charge and spin)   0.0 kcal per mole
Total charge   +1

XYZ file:
```
119
C34H56N6O19P3S, DFT the ωB97M-V functional and the def2-TZVPD basis
C -3.985 -2.426 -0.151
C -3.368 -1.259 0.623
O -3.131 -1.333 1.806
N -3.028 -0.056 -0.071
C -1.527 0.019 -0.064
C -0.974 0.910 -1.188
C -1.290 2.419 -1.051
C -0.211 3.199 -0.239
N -0.460 3.035 1.204
C -1.381 3.762 1.813
C -2.302 4.811 1.258
P -1.495 6.421 0.851
O -1.082 6.549 -0.547
O -0.314 6.730 1.905
O -2.606 7.582 1.127
N -1.456 3.426 3.117
C -0.541 2.469 3.255
N -0.345 1.827 4.412
N -1.094 2.190 5.533
C -0.923 1.441 6.488
S -0.336 0.623 7.678
N 0.124 2.192 2.103
P 1.388 0.998 1.732
P 3.014 1.059 3.212
O 3.297 -0.338 3.532
O 2.729 1.980 4.512
O 4.293 1.736 2.469
H -4.995 -2.589 0.225
H -3.944 -2.218 -1.221
H -3.376 -3.305 0.091
H -3.343 -0.200 -1.030
H -1.143 -0.990 -0.235
H -1.254 0.348 0.945
H 0.122 0.808 -1.163
H -1.285 0.496 -2.156
H -2.291 2.605 -0.641
H -1.250 2.854 -2.060
H -0.228 4.267 -0.488
H 0.760 2.816 -0.568
H -3.052 4.987 2.041
H -2.846 4.445 0.379
H -0.361 7.690 2.055
H -3.430 7.218 1.478
H 0.311 1.071 4.534
H 2.003 1.464 0.539
H 2.482 1.365 5.224
H 4.939 1.958 3.162
O -0.504 4.766 -3.355
C 0.162 5.662 -3.786
O 0.050 6.133 -5.046
C 1.053 7.138 -5.283
C 1.438 7.645 -3.902
C 1.251 6.400 -3.042
H 1.893 6.673 -5.805
H 0.636 7.919 -5.913
H 2.442 8.065 -3.863
H 0.738 8.420 -3.583
H 2.151 5.781 -3.022
H 0.933 6.641 -2.031
O 0.985 -1.432 -0.814
C 0.989 -2.400 -1.527
O -0.137 -2.953 -2.027
C 0.197 -4.157 -2.752
C 1.661 -3.996 -3.128
C 2.201 -3.181 -1.960
H 0.024 -5.014 -2.098
H -0.450 -4.242 -3.622
H 2.175 -4.943 -3.281
H 1.746 -3.416 -4.048
H 2.527 -3.815 -1.133
H 3.002 -2.514 -2.265
O -5.018 -6.321 5.296
C -4.276 -5.499 4.848
O -4.329 -5.067 3.564
C -3.242 -4.161 3.303
C -2.831 -3.631 4.666
C -3.133 -4.817 5.575
H -2.437 -4.716 2.813
H -3.578 -3.368 2.641
H -1.794 -3.298 4.701
H -3.466 -2.786 4.940
H -2.294 -5.511 5.636
H -3.440 -4.507 6.570
O -6.210 -3.892 -1.882
C -6.898 -2.926 -2.028
O -6.615 -1.721 -1.459
C -7.683 -0.793 -1.731
C -8.381 -1.338 -2.967
C -8.195 -2.842 -2.803
H -8.342 -0.760 -0.862
H -7.264 0.198 -1.894
H -9.421 -1.026 -3.044
H -7.861 -1.000 -3.865
H -8.990 -3.291 -2.205
H -8.107 -3.352 -3.758
O 4.109 -0.675 -3.336
C 4.685 -0.265 -2.373
O 4.113 0.587 -1.475
C 5.084 0.985 -0.491
C 6.141 -0.107 -0.513
C 6.117 -0.553 -1.972
H 5.485 1.961 -0.775
H 4.605 1.069 0.479
H 7.118 0.233 -0.172
H 5.829 -0.934 0.129
H 6.788 0.046 -2.589
H 6.345 -1.610 -2.078
O 5.517 -3.918 -2.178
C 6.117 -4.347 -1.234
O 7.464 -4.272 -1.120
C 7.896 -4.967 0.065
C 6.676 -5.005 0.970
C 5.534 -5.070 -0.037
H 8.232 -5.965 -0.223
H 8.730 -4.430 0.512
H 6.692 -5.832 1.677
H 6.609 -4.076 1.542
H 5.301 -6.096 -0.327
H 4.639 -4.567 0.322
```

Mulliken atomic charge list, values in e, 99 entries: -1.066 0.769 -0.620 -0.336 -0.066 -0.497 -0.614 -0.443 0.359 0.440 -0.820 0.920 -0.469 -0.515 -0.580 -0.671 0.359 0.408 -0.792 0.569 -0.257 0.366 -0.205 0.870 -0.648 -0.490 -0.572 0.278 0.375 0.375 0.323 0.235 -0.157 0.003 0.572 0.281 0.449 -0.238 0.479 0.524 0.427 0.327 0.350 0.278 -0.008 0.378 0.325 -0.473 0.443 -0.394 -0.471 -0.630 -0.017 0.246 0.344 0.354 0.261 0.265 0.056 -0.321 0.239 -0.359 -0.443 -0.802 0.775 0.270 0.370 0.358 0.331 -0.114 -0.395 -0.571 0.465 -0.342 0.221 -0.497 -0.420 0.164 -0.217 0.347 0.278 0.248 0.298 -0.541 0.524 -0.278 -0.490 -0.495 -0.500 0.273 0.315 0.342 0.265 0.272 0.303 -0.617 0.583 -0.265 0.531



(3)
Density functional theory data (the ωB97M-V functional and the def2-TZVPD basis) for 3 unconnected molecules or ions with the total composition C34H56NO6P.

Calculated values
HOMO   -0.328 hartree
SMILES   CCCCCCCCCCCCCCCC[C@@H]1C(=O)N[C@H](COO)[C@H]1CP(=O)(O)O.c1ccccc1.c1ccccc1
Gap between HOMO and LUMO   8.82 eV
Relative energy (zero: lowest compared OMol25 entry of this formula, charge and spin)   263.7 kcal per mole

XYZ file:
```
98
C34H56NO6P, DFT the ωB97M-V functional and the def2-TZVPD basis
C 3.593 8.741 5.642
C 1.960 8.473 5.874
C 1.490 7.054 5.193
C 0.543 6.120 6.152
C -1.025 6.085 5.605
C -1.817 4.703 6.111
C -1.346 3.532 5.013
C -2.300 3.574 3.641
C -2.029 2.150 2.867
C -3.209 1.733 1.797
C -3.416 2.818 0.569
C -3.598 2.126 -0.907
C -2.352 2.394 -1.945
C -0.956 1.626 -1.558
C -0.801 0.127 -2.281
C 0.733 0.056 -2.857
C 1.204 -1.415 -3.405
C 0.597 -2.785 -2.741
O -0.607 -3.098 -2.254
N 1.762 -3.785 -2.830
C 3.035 -3.150 -3.345
C 4.436 -3.711 -2.686
O 4.440 -3.359 -1.237
O 5.634 -2.913 -0.915
C 2.844 -1.507 -3.522
C 3.085 -0.900 -5.054
P 4.920 -0.594 -5.485
O 5.918 -0.901 -4.292
O 5.294 -1.533 -6.932
O 5.071 1.104 -5.983
H 4.231 7.814 6.004
H 3.823 8.880 4.496
H 3.875 9.703 6.289
H 1.416 9.388 5.376
H 1.796 8.491 7.050
H 2.462 6.515 4.800
H 0.855 7.323 4.231
H 0.498 6.637 7.210
H 0.939 5.002 6.227
H -1.564 7.050 5.994
H -0.970 5.995 4.434
H -2.981 4.889 6.095
H -1.420 4.428 7.181
H -1.300 2.463 5.495
H -0.222 3.818 4.742
H -1.954 4.499 3.013
H -3.407 3.709 4.034
H -1.999 1.311 3.710
H -0.979 2.091 2.321
H -2.962 0.655 1.381
H -4.219 1.636 2.406
H -4.427 3.392 0.815
H -2.556 3.624 0.621
H -4.568 2.614 -1.403
H -3.808 0.961 -0.871
H -2.750 2.108 -3.029
H -2.136 3.567 -1.926
H -0.786 1.573 -0.389
H -0.075 2.285 -2.004
H -1.019 -0.658 -1.411
H -1.641 -0.008 -3.085
H 0.778 0.790 -3.797
H 1.455 0.457 -2.013
H 0.847 -1.457 -4.520
H 1.573 -4.630 -3.442
H 3.109 -3.536 -4.448
H 5.399 -3.266 -3.204
H 4.537 -4.895 -2.733
H 6.224 -3.715 -0.765
H 3.235 -0.838 -2.627
H 2.663 -1.674 -5.842
H 2.505 0.119 -5.124
H 4.414 -1.836 -7.303
H 6.058 1.334 -5.971
C -5.925 -5.079 -2.281
C -5.040 -5.964 -2.895
C -3.671 -5.699 -2.889
C -3.186 -4.552 -2.260
C -4.071 -3.668 -1.643
C -5.441 -3.929 -1.657
H -6.993 -5.284 -2.289
H -5.417 -6.862 -3.379
H -2.982 -6.386 -3.372
H -2.119 -4.348 -2.250
H -3.693 -2.775 -1.151
H -6.131 -3.237 -1.182
C 1.806 -7.529 -0.151
C 1.483 -6.290 -0.704
C 0.228 -5.728 -0.475
C -0.703 -6.402 0.317
C -0.379 -7.639 0.873
C 0.873 -8.205 0.636
H 2.783 -7.968 -0.333
H 2.211 -5.762 -1.316
H -0.025 -4.766 -0.911
H -1.680 -5.962 0.500
H -1.104 -8.163 1.492
H 1.123 -9.171 1.065
```

Mulliken atomic charges, in units of e: -1.003 -0.443 -0.523 -0.466 -0.602 -0.458 -0.613 -0.242 -0.637 -0.460 -0.497 -0.421 -0.776 -0.188 -0.214 -0.819 0.275 -0.406 -0.616 0.068 -0.263 -0.706 -0.074 -0.469 0.184 -0.923 1.004 -0.591 -0.529 -0.549 0.289 0.270 0.298 0.237 0.299 0.334 0.240 0.298 0.273 0.315 0.159 0.297 0.272 0.370 0.155 0.194 0.193 0.300 0.132 0.187 0.343 0.295 0.237 0.326 0.124 0.311 0.302 0.001 0.321 0.157 0.160 0.192 0.266 0.253 0.358 0.160 0.344 0.330 0.327 0.456 0.484 0.211 0.361 0.351 -0.420 -0.336 -0.604 0.098 -0.710 -0.371 0.351 0.357 0.363 0.583 0.463 0.367 -0.450 -0.067 -0.076 -0.532 -0.454 -0.375 0.370 0.274 0.198 0.435 0.356 0.356



(4)
Density functional theory data (the ωB97M-V functional and the def2-TZVPD basis) for a molecular structure, C34H57CrN3O2SeSi.

Calculated values
HOMO (alpha / beta)   -0.386 / -0.396 hartree
Gap between HOMO and LUMO (alpha / beta)   4.56 / 7.23 eV
Multiplicity   4
Relative energy (zero: lowest compared OMol25 entry of this formula, charge and spin)   4.1 kcal per mole
Total charge   +1

XYZ file:
```
99
C34H57CrN3O2SeSi, DFT the ωB97M-V functional and the def2-TZVPD basis
O 0.988 -2.229 0.358
O -2.412 -2.366 -5.354
C 2.185 -2.363 -0.469
C 3.012 -3.542 -0.065
H 2.726 -1.425 -0.312
H 1.930 -2.448 -1.537
H 3.398 -3.445 0.949
H 3.845 -3.636 -0.770
H 2.428 -4.464 -0.049
C -0.080 -3.136 -0.006
C -0.080 -3.702 -1.429
H -1.031 -2.569 0.123
H 0.018 -3.934 0.731
H -0.258 -3.003 -2.264
H -0.881 -4.449 -1.481
H 0.846 -4.253 -1.658
C -3.056 -1.906 -4.167
C -1.430 -1.425 -5.768
C -3.639 -3.036 -3.341
H -3.873 -1.199 -4.418
H -2.324 -1.364 -3.529
H -4.161 -3.780 -3.946
H -4.362 -2.620 -2.634
H -2.855 -3.527 -2.757
C -0.673 -1.926 -6.980
H -0.713 -1.279 -4.932
H -1.912 -0.455 -5.987
H -0.061 -2.794 -6.736
H 0.012 -1.151 -7.320
H -1.340 -2.167 -7.807
H 0.031 0.808 -1.664
N 1.633 1.152 2.040
C 1.619 2.431 2.453
C 0.460 3.214 2.341
C -0.827 2.695 2.166
C 2.884 3.028 3.042
H 3.750 2.923 2.371
H 3.136 2.528 3.994
H 2.777 4.096 3.276
C -2.001 3.656 2.239
H -2.521 3.616 3.218
H -2.741 3.433 1.454
H -1.680 4.702 2.114
N -1.064 1.382 2.007
C 2.811 0.353 2.236
C 3.821 0.277 1.253
C 3.779 1.119 0.015
C 4.842 -0.646 1.430
H 5.610 -0.723 0.662
C 4.900 -1.462 2.559
H 5.713 -2.186 2.670
C 3.940 -1.317 3.551
H 3.989 -1.929 4.455
C 2.911 -0.396 3.421
C 1.895 -0.221 4.506
C -2.390 0.922 2.322
C -3.314 0.634 1.304
C -2.964 0.800 -0.137
C -4.581 0.198 1.661
H -5.292 -0.056 0.874
C -4.961 0.075 2.995
H -5.968 -0.274 3.249
C -4.055 0.405 3.995
H -4.339 0.323 5.049
C -2.769 0.818 3.678
C -1.792 1.204 4.742
Cr 0.103 -0.189 2.009
H 3.358 0.581 -0.851
H 4.792 1.435 -0.274
H 3.177 2.014 0.181
H 1.507 0.805 4.527
H 2.370 -0.427 5.477
H 1.025 -0.892 4.395
H -3.764 0.398 -0.776
H -2.043 0.257 -0.394
H -2.822 1.858 -0.409
H -0.864 0.618 4.658
H -2.215 1.027 5.738
H -1.521 2.268 4.665
H 0.560 4.281 2.472
C 0.324 0.481 -2.669
Si 0.331 2.355 -2.947
H 1.199 -0.153 -2.668
H -0.530 -0.115 -2.996
C 1.850 2.510 -4.099
C 0.684 3.279 -1.321
C -1.513 2.636 -3.320
H -2.027 1.684 -3.556
H -1.686 3.323 -4.163
H -1.989 3.062 -2.412
H 2.733 2.184 -3.514
H 2.067 3.524 -4.480
H 1.735 1.818 -4.963
H 1.479 2.749 -0.747
H -0.244 3.290 -0.704
H 0.993 4.308 -1.525
Se -1.033 -4.336 4.347
C -0.831 -2.835 3.450
N -0.695 -1.784 2.883
```

Mulliken atomic charges, in units of e: 0.212 -0.412 0.610 -1.483 -0.678 0.350 0.316 0.370 0.394 -0.215 -1.447 0.132 0.367 0.256 0.404 0.413 0.428 0.359 -1.022 0.325 -0.307 0.356 0.350 0.051 -1.378 0.010 0.234 0.324 0.373 0.352 -0.464 1.575 0.512 -1.573 -0.067 -1.590 0.258 0.262 0.534 -1.513 0.291 0.278 0.517 1.448 0.142 0.364 -1.396 -0.689 0.483 -1.031 0.425 -0.781 0.490 1.813 -1.498 -0.228 1.031 -0.924 -1.332 0.462 -0.980 0.422 -1.159 0.447 1.657 -0.905 0.374 0.244 0.454 0.036 0.243 0.639 0.100 0.455 -0.014 0.130 -0.061 0.516 0.198 0.467 0.667 0.248 0.528 -0.780 -1.033 0.099 -0.927 0.159 0.418 0.238 0.287 0.347 0.290 -0.518 -0.138 0.559 -0.058 0.209 -0.705



- Which value of relative energy (zero: lowest compared OMol25 entry of this formula, charge and spin) does entry 3 give?
  263.7 kcal per mole